# 1
{"formula": "C12H26N6O6Zn", "method": "ωB97M-V with the def2-TZVPD basis set", "e_lumo_ev": [-1.5715, -1.6290], "total_energy_ha": -3031.78536, "gap_ev": [5.9, 5.9], "e_above_lowest_kcal_mol": 81.3, "elements": ["O", "H", "Zn", "N", "N", "N", "N", "O", "O", "O", "O", "C", "C", "C", "C", "C", "H", "H", "H", "C", "H", "H", "H", "C", "C", "H", "H", "H", "H", "H", "H", "H", "H", "C", "H", "H", "H", "O", "H", "H", "C", "N", "C", "C", "N", "H", "H", "H", "H", "H", "H"], "xyz": [[1.421834, -1.189609, -2.824431], [2.055714, -0.508774, -3.031552], [0.613643, -0.455667, -0.975948], [-0.004359, 1.570758, 0.430580], [1.990648, 1.260718, -1.470344], [-1.100840, -1.231971, 0.688788], [0.254328, -2.619716, -1.117072], [-0.975777, 1.772782, 1.268494], [-1.579534, -0.648594, 1.822268], [0.761561, -3.257003, -2.144561], [2.982454, 1.130919, -2.214606], [1.896738, 2.434505, -0.734654], [0.782097, 2.631160, 0.178857], [-1.424136, -2.503829, 0.563897], [-0.699381, -3.273294, -0.450570], [0.515631, 3.886261, 0.956264], [0.541265, 3.671214, 2.044452], [-0.514533, 4.227213, 0.694161], [1.227468, 4.686767, 0.720701], [3.053913, 3.420893, -0.745262], [2.919116, 4.161692, -1.561135], [4.006758, 2.870882, -0.922022], [3.121707, 3.947053, 0.240685], [-2.420393, -3.267104, 1.398252], [-0.957354, -4.724972, -0.691531], [-2.827800, -2.627132, 2.190359], [-1.938659, -4.149478, 1.851167], [-3.242874, -3.631667, 0.759538], [-0.212369, -5.081113, -1.406763], [-1.966291, -4.852727, -1.100343], [-0.884333, -5.280000, 0.251331], [-1.390250, 0.348636, 1.615202], [1.180439, -2.215045, -2.636823], [-0.855659, 0.101890, -2.034818], [-0.413644, 1.133143, -2.171746], [-1.756511, -0.029326, -1.330960], [-0.845997, -0.317084, -3.069677], [-2.097765, 3.650432, -0.043760], [-2.802467, 4.235860, 0.325507], [-1.950562, 2.902440, 0.574035], [2.698200, -1.622665, 4.092647], [1.710909, -0.815260, 3.413356], [0.878269, 0.019786, 4.270363], [1.638710, -0.739577, 2.102919], [1.610999, -0.692364, 0.924299], [2.506788, -1.475165, 5.160680], [3.720078, -1.303612, 3.869357], [2.585011, -2.683525, 3.856469], [1.116330, 1.090416, 4.169117], [-0.190341, -0.131453, 4.069577], [1.106119, -0.300898, 5.297362]], "forces_ev_per_a": [[-0.6, 2.9, 0.1], [0.9, -0.4, -0.3], [2.2, -1.5, 1.7], [0.3, 0.2, -0.5], [-0.6, 1.1, 1.4], [-0.7, -2.8, -0.4], [-2.8, -1.7, 1.4], [0.7, -0.4, -0.1], [-0.1, 1.3, -0.1], [0.2, -0.1, 0.0], [0.0, 0.1, -0.1], [0.0, -0.2, 0.8], [0.6, -0.6, -0.3], [0.7, 1.3, 0.3], [1.8, 1.5, -0.9], [0.2, 0.5, 0.0], [0.0, 0.1, -0.6], [1.1, -0.1, 0.3], [-0.2, -0.3, 0.1], [0.0, -0.1, 0.1], [0.2, -0.3, 0.5], [-0.8, 0.4, 0.0], [-0.1, -0.4, -1.0], [0.0, 0.3, 0.4], [-0.1, 0.2, -0.1], [0.1, -0.2, -0.3], [-0.2, 0.3, -0.1], [0.3, 0.1, 0.2], [-0.3, -0.1, 0.2], [0.1, -0.2, 0.0], [-0.1, 0.0, -0.2], [-0.4, -0.9, 0.5], [1.0, -1.6, -0.4], [-3.2, 2.1, -2.6], [-0.8, -0.9, 0.6], [1.5, 0.2, -1.3], [-0.4, -0.3, 1.3], [-1.7, 1.0, -0.1], [0.8, -1.0, -0.4], [-0.2, 0.4, 0.0], [0.5, -0.5, 0.2], [-0.4, 0.3, -0.1], [-0.5, 0.5, 0.2], [0.2, -0.1, -2.6], [0.4, 0.0, 2.9], [0.3, -0.3, -0.3], [-0.1, -0.1, 0.0], [0.1, 0.1, 0.0], [0.0, -0.3, 0.0], [0.3, 0.0, 0.0], [-0.4, 0.4, -0.4]]}

# 2
{"formula": "C12H26O5SSr", "method": "ωB97M-V with the def2-TZVPD basis set", "e_lumo_ev": -5.4247, "total_energy_ha": -1277.46453, "total_charge": 2, "gap_ev": 10.1, "elements": ["Sr", "C", "C", "O", "C", "C", "O", "C", "C", "O", "C", "C", "O", "H", "H", "H", "H", "H", "H", "H", "H", "H", "H", "H", "H", "H", "H", "H", "H", "C", "C", "S", "O", "C", "C", "H", "H", "H", "H", "H", "H", "H", "H", "H", "H"], "xyz": [[-0.485345, -0.519310, -0.061540], [-3.469461, 0.721006, -0.325050], [-3.652713, -0.244268, 0.832388], [-2.710321, -1.324456, 0.774026], [-2.420134, -1.987381, 2.014065], [-1.520493, -1.210710, 2.956144], [-0.218458, -1.016234, 2.382324], [0.601717, -0.002271, 2.983817], [0.239132, 1.411879, 2.570576], [0.308344, 1.566077, 1.144504], [-0.427186, 2.679888, 0.611548], [-1.917324, 2.420938, 0.487510], [-2.166318, 1.321814, -0.400667], [-4.231759, 1.497467, -0.219981], [-3.623062, 0.226437, -1.284500], [-4.663994, -0.655505, 0.779211], [-3.557116, 0.282679, 1.786488], [-1.964488, -2.937883, 1.733061], [-3.353525, -2.206003, 2.538824], [-1.417637, -1.774779, 3.886562], [-1.969492, -0.242938, 3.203002], [1.624682, -0.249437, 2.700031], [0.527310, -0.061984, 4.072668], [0.942888, 2.102620, 3.042005], [-0.764654, 1.666576, 2.924433], [0.018807, 2.897945, -0.359263], [-0.294802, 3.556400, 1.250764], [-2.404659, 3.316668, 0.093894], [-2.352071, 2.210255, 1.470243], [1.982553, 0.796371, -3.860557], [1.863591, -0.686433, -4.165109], [2.079724, -1.779647, -2.739993], [1.136242, -1.240440, -1.660859], [3.722684, -1.283591, -2.192824], [4.157855, -2.131580, -1.007077], [1.633439, 1.367705, -4.719101], [3.010173, 1.093445, -3.663992], [1.364500, 1.066984, -3.002211], [2.601166, -1.030816, -4.893083], [0.880462, -0.946351, -4.559882], [3.683903, -0.222246, -1.948563], [4.376973, -1.431911, -3.054445], [3.475651, -2.008128, -0.165490], [5.149976, -1.821336, -0.684476], [4.203241, -3.187517, -1.269430]], "forces_ev_per_a": [[0.8, -0.4, -0.9], [-0.3, 0.1, 0.0], [-0.2, 0.1, 0.3], [0.6, 0.5, -0.2], [-0.2, -0.2, 0.2], [-0.1, 0.2, 0.3], [-0.3, 0.1, -0.6], [0.1, 0.1, 0.2], [-0.1, 0.1, 0.2], [-0.3, -0.5, -0.1], [-0.1, 0.2, 0.1], [-0.2, 0.1, 0.1], [0.4, -0.4, 0.2], [0.0, 0.0, -0.1], [0.0, 0.0, 0.0], [0.0, 0.0, 0.0], [0.0, 0.0, 0.0], [0.0, 0.0, 0.0], [0.0, -0.1, 0.0], [0.0, 0.0, 0.0], [0.0, 0.0, 0.0], [0.0, 0.0, 0.0], [0.1, 0.0, 0.0], [0.0, 0.0, 0.0], [0.0, 0.0, 0.0], [0.0, 0.0, 0.0], [0.1, 0.0, -0.1], [0.0, 0.0, 0.0], [0.0, 0.0, 0.0], [0.0, 0.0, 0.0], [0.0, 0.0, 0.1], [0.2, 0.0, -0.2], [-0.4, 0.2, 0.3], [-0.1, -0.1, 0.0], [0.0, 0.0, 0.0], [0.0, 0.0, 0.0], [0.0, 0.0, 0.0], [0.0, 0.0, 0.0], [0.0, 0.0, 0.0], [0.0, 0.0, 0.0], [0.0, 0.0, 0.0], [0.0, 0.0, 0.0], [0.0, 0.0, 0.0], [0.0, 0.0, 0.0], [0.0, 0.0, 0.0]]}